1.
# C6H29NO8

A cluster of 9 separate species, C6H29NO8 in total at a distorted geometry (ωB97M-V/def2-TZVPD, the Open Molecules 2025 dataset).

E_HOMO: -8.639 eV
LUMO level: 0.27 eV
molecular weight: 243.297 u
energy relative to the best compared isomer or geometry (same formula, charge and spin): 434.70 kJ/mol
electronic energy: -902.56338 a.u.
SMILES: C=C(CCC)NC.O.O.O.O.O.O.O.O

```
44
Properties=species:S:1:pos:R:3:forces:R:3:lowdin_charge:R:1
C 2.5053 0.7387 1.9654 1.067 -1.008 -0.903 -0.122
C 2.1179 -0.7996 1.9762 2.019 -1.702 0.074 -0.213
C 0.5523 -1.1088 1.7527 0.159 1.832 2.219 -0.161
C 0.1622 -0.7358 0.3538 -1.898 3.050 -3.260 -0.335
C -0.5595 0.4281 -0.0126 0.178 -2.111 -0.066 0.020
C 0.8925 -2.8466 -0.4789 -1.148 -1.907 -0.924 -0.104
N 0.5956 -1.4235 -0.8135 1.745 -2.437 4.070 -0.017
H 2.3396 1.2487 2.8961 -0.219 0.073 0.658 0.044
H 3.6070 0.9074 1.6699 -1.730 -0.598 0.569 0.105
H 1.9591 1.2621 1.1796 -0.031 -0.104 0.196 0.029
H 2.7316 -1.2396 1.0360 -1.308 0.675 2.551 0.104
H 2.5320 -1.3399 3.0273 -1.185 1.399 -3.000 0.153
H 0.0770 -0.2551 2.4132 0.534 -2.325 -1.188 0.102
H 0.1262 -2.1193 2.1663 1.133 1.803 -1.130 0.147
H -1.0283 0.5764 -1.0622 1.220 -0.298 1.817 0.090
H -0.9095 1.1238 0.7240 -0.417 0.035 -0.146 0.011
H 1.1686 -3.5279 -1.3241 -0.050 1.280 0.068 0.084
H -0.0137 -3.4462 -0.0793 1.186 1.233 -0.103 0.102
H 1.7423 -2.9535 0.2087 -0.487 0.402 -0.018 0.068
H 0.0193 -1.2319 -1.5757 -0.934 -0.029 -1.465 0.073
H 2.1597 2.2606 -1.7867 -0.298 0.030 -1.961 0.015
H 1.3034 1.7482 -0.6793 -1.983 -1.128 0.205 -0.022
O 2.1008 2.1841 -0.8614 1.821 1.904 1.615 -0.026
H -0.3154 1.4641 2.0828 0.032 0.521 1.706 0.021
H -0.0180 1.6540 3.6462 -0.037 -0.022 -0.342 0.072
O -0.7186 1.5998 2.9830 0.244 0.140 -1.028 -0.082
H -4.4356 -0.5221 -1.9210 -0.218 -1.083 0.407 0.016
H -4.4305 0.8976 -1.7320 -0.688 1.895 1.527 0.001
O -4.1035 0.2668 -2.3186 1.143 -0.751 -2.083 -0.024
H 3.0157 -0.5348 -0.7902 -3.020 -2.747 -0.530 -0.064
H 3.2092 0.9569 -0.9373 0.019 -0.595 0.343 -0.008
O 3.6462 0.1026 -0.7465 3.541 2.614 0.091 -0.047
H -3.3623 -0.9358 0.2492 0.981 -0.046 0.197 0.009
H -4.1699 -0.0170 1.2028 0.618 -0.156 0.523 -0.015
O -4.2231 -0.5993 0.4420 -1.578 -0.191 -0.899 -0.055
H -1.4155 -0.3785 -4.6629 -0.414 -0.576 -0.839 0.039
H -1.9882 0.4531 -3.5017 -0.226 -0.187 -0.080 0.029
O -1.1745 0.1204 -3.9022 0.403 0.657 1.146 -0.035
H -3.5085 1.6242 2.1162 -0.759 1.452 -0.602 0.019
H -2.3274 0.9294 2.6658 -2.770 -0.704 0.390 0.068
O -3.3732 0.8255 2.5898 3.338 -0.352 0.653 -0.088
H 0.6122 0.4446 -3.0255 0.647 0.463 -0.409 0.009
H 1.4166 1.3161 -3.9874 -0.187 0.236 -0.763 0.039
O 1.4831 0.8820 -3.1478 -0.444 -0.636 0.710 -0.051
```
Forces are in eV/Å.

***

2.
# C6H2N2

The molecule C6H2N2 at a distorted geometry (ωB97M-V/def2-TZVPD, the Open Molecules 2025 dataset).

E_HOMO: -10.346 eV
LUMO level: -1.64 eV
molecular weight: 102.096 u
energy relative to the best compared isomer or geometry (same formula, charge and spin): 2.46 kJ/mol
electronic energy: -339.22400 a.u.
SMILES: C#C/C(C#N)=C\C#N

```
10
Properties=species:S:1:pos:R:3:forces:R:3:lowdin_charge:R:1
C 2.3659 0.2400 -0.0417 -4.022 -0.069 0.024 0.183
C 1.1341 0.3091 -0.0185 2.745 -0.291 0.122 -0.067
C -0.2928 0.4258 0.1941 -0.122 -0.999 -0.487 -0.239
C -1.2459 -0.4071 -0.3444 1.583 0.737 1.049 -0.018
C -0.9696 -1.6173 -1.0533 0.616 -0.446 -0.515 -0.197
C -0.6321 1.4732 1.1415 -0.446 2.942 1.319 -0.156
H 3.3966 0.0186 -0.0650 0.465 0.131 -0.073 0.034
H -2.2559 -0.2446 -0.0638 -0.790 0.157 0.097 0.110
N -0.7233 -2.6201 -1.5772 -0.319 0.922 0.430 0.173
N -0.7767 2.4224 1.8284 0.290 -3.084 -1.964 0.176
```
Forces are in eV/Å.

***

3.
# C6H30O9

A cluster of 9 separate species, C6H30O9 in total at a distorted geometry (ωB97M-V/def2-TZVPD, the Open Molecules 2025 dataset).

E_HOMO: -9.646 eV
LUMO level: -0.34 eV
molecular weight: 246.297 u
energy relative to the best compared isomer or geometry (same formula, charge and spin): 159.63 kJ/mol
electronic energy: -923.74266 a.u.
SMILES: CC(C)O.CC(C)O.O.O.O.O.O.O.O

```
45
Properties=species:S:1:pos:R:3:forces:R:3:lowdin_charge:R:1
O 3.9506 -2.3348 -2.4764 -0.078 0.248 0.271 -0.060
H 3.9139 -1.3769 -2.6257 0.116 -0.240 -0.311 -0.008
H 4.3426 -2.4314 -1.6025 0.083 -0.084 -0.058 0.035
O -3.5519 0.4210 0.8008 0.025 -0.077 -0.134 -0.040
H -2.8850 -0.0601 0.2871 0.074 0.200 0.235 0.009
H -4.3660 0.3430 0.2960 -0.028 0.094 0.052 0.042
O 0.8550 -1.1594 2.2004 -0.025 0.294 -0.023 -0.058
H 0.5140 -2.0194 2.4594 0.038 -0.022 -0.006 0.054
H 0.2013 -0.8139 1.5656 0.060 -0.284 0.044 0.011
O 3.2832 -0.2411 0.8139 0.033 0.042 -0.054 -0.066
H 2.5913 -0.5142 1.4363 -0.029 -0.094 0.020 -0.002
H 3.1465 -0.8099 0.0501 -0.009 -0.001 0.040 -0.005
O -3.2793 -2.4624 -0.2207 -0.140 -0.339 -0.052 -0.028
H -3.3744 -3.3647 0.1035 0.050 0.028 0.015 0.071
H -4.1451 -2.2376 -0.5751 0.037 0.055 -0.020 0.065
O -1.6779 0.9784 -4.5096 -0.009 -0.037 0.076 -0.053
H -1.0808 0.4457 -3.9742 0.016 0.024 -0.016 0.009
H -2.1169 1.5584 -3.8793 0.017 0.019 -0.023 0.035
O 3.6398 0.3656 -3.5682 -0.204 0.153 0.335 -0.045
H 3.2096 0.8215 -2.8327 0.143 0.052 -0.129 0.036
H 3.5492 0.9656 -4.3144 0.054 -0.073 -0.067 0.055
C 0.4921 0.2864 -1.3557 0.677 2.321 0.162 -0.060
C -0.2148 -1.0000 -1.2741 0.282 -1.356 0.081 -0.467
C 0.7826 -2.1475 -1.2639 0.113 -1.027 0.391 -0.044
O -0.9243 -1.0139 -0.0294 -0.674 0.175 -0.138 -0.090
H -0.1068 1.2006 -1.4712 -0.449 -0.450 -0.144 0.086
H 1.2475 0.3581 -2.1407 -0.076 -0.458 -0.059 0.072
H 0.9947 0.4877 -0.4043 0.214 -0.304 -0.091 0.068
H -0.9062 -1.1973 -2.1016 -0.145 0.310 0.034 0.140
H 1.5055 -2.0903 -0.4436 -0.094 0.464 -0.047 0.065
H 1.3549 -2.2972 -2.1797 -0.161 0.222 -0.094 0.076
H 0.2619 -3.0868 -1.0367 -0.114 0.073 -0.302 0.086
H -1.6380 -1.6728 -0.0923 0.197 0.079 0.069 0.045
C -0.0991 2.2559 1.7392 0.553 0.106 -0.026 -0.059
C -1.0946 1.8921 2.8261 -0.666 0.381 -0.999 -0.482
C -0.6239 2.2792 4.1970 -0.397 -0.158 0.664 -0.056
O -2.3212 2.6191 2.5493 0.269 -0.123 0.246 -0.069
H 0.8166 1.6538 1.7757 -0.206 -0.186 0.054 0.072
H 0.2599 3.2849 1.8439 -0.340 0.049 -0.015 0.084
H -0.5747 2.1399 0.7673 0.068 -0.007 -0.060 0.065
H -1.3128 0.8257 2.7120 0.032 -0.042 0.408 0.124
H 0.0227 1.5193 4.6374 0.325 0.225 -0.126 0.081
H -1.4828 2.3776 4.8645 -0.038 -0.123 -0.063 0.079
H -0.1646 3.2669 4.1662 0.289 -0.107 0.048 0.081
H -2.9945 1.9851 2.2804 0.119 -0.020 -0.190 0.048
```
Forces are in eV/Å.

***

4.
# C6H31NO10

A cluster of 10 separate species, C6H31NO10 in total at a distorted geometry (ωB97M-V/def2-TZVPD, the Open Molecules 2025 dataset).

E_HOMO: -10.207 eV
LUMO level: 0.23 eV
molecular weight: 277.311 u
energy relative to the best compared isomer or geometry (same formula, charge and spin): 109.28 kJ/mol
electronic energy: -1054.35566 a.u.
SMILES: CCCC(=O)N(C)C.O.O.O.O.O.O.O.O.O

```
48
Properties=species:S:1:pos:R:3:forces:R:3:lowdin_charge:R:1
C -1.4676 0.0874 -0.6937 -2.152 1.693 -0.266 -0.131
C -2.0366 0.7613 -1.9814 -1.167 0.147 -0.629 -0.211
C -1.8206 2.3101 -2.1051 1.940 -2.547 0.360 -0.076
C -0.0272 0.4136 -0.4416 0.235 -2.489 1.315 -0.427
N 0.8786 -0.5702 -0.6764 0.698 0.665 -0.113 -0.094
C 0.6134 -1.7302 -1.4812 -0.042 -1.166 -1.575 -0.054
C 2.3303 -0.2886 -0.4029 -1.670 0.253 -0.586 0.024
O 0.2801 1.4162 0.2193 -0.117 0.135 -0.299 -0.047
H -2.1009 0.4300 0.1555 0.772 0.705 -0.251 0.143
H -1.8737 -0.9035 -0.7215 0.974 -1.002 -0.382 0.055
H -1.6565 0.2574 -2.8940 0.126 0.228 0.589 0.115
H -3.1221 0.5327 -2.0026 0.516 0.048 0.079 0.109
H -0.7428 2.3107 -1.8241 -0.714 1.256 0.331 0.067
H -1.7758 2.6151 -3.1293 -0.631 0.261 -0.647 0.061
H -2.5142 2.8656 -1.4964 0.171 0.369 0.267 0.076
H 1.0451 -1.6675 -2.5105 -0.137 0.330 0.672 0.114
H 1.0102 -2.6770 -1.0907 0.168 0.512 0.424 0.084
H -0.4416 -1.9424 -1.6325 -0.026 0.357 0.138 0.061
H 2.8664 -1.2329 -0.3182 -0.074 0.188 0.186 0.097
H 2.6906 0.2982 -1.2537 0.337 -0.112 0.265 0.103
H 2.3137 0.3230 0.4930 0.645 -0.250 0.167 0.077
H -1.3626 -2.8680 2.1654 -0.069 0.094 -0.010 0.075
H -1.1686 -2.0062 0.9390 -0.101 0.009 0.055 0.018
O -1.5417 -2.8520 1.2152 0.182 0.207 0.394 -0.033
H -0.1419 3.1625 0.4213 -0.362 -0.112 -0.075 -0.022
H -0.6991 4.3117 -0.3995 -0.047 0.043 0.132 0.035
O -0.3699 4.1037 0.4824 0.160 0.152 -0.049 -0.063
H -0.6209 -3.9514 0.2533 -0.113 -0.285 -0.737 -0.007
H -0.8442 -5.3713 -0.1731 0.131 -0.145 -0.272 0.041
O -0.4891 -4.5478 -0.5272 -0.108 0.097 0.614 -0.096
H 2.1650 -3.1297 3.3998 -0.058 0.220 -0.154 0.037
H 1.9409 -3.1658 1.8621 -0.036 0.236 0.115 0.012
O 2.1896 -3.6943 2.6230 0.045 -0.427 0.033 -0.051
H -0.4525 0.6333 3.0521 -0.124 -0.135 -0.211 0.012
H -0.9162 -0.0287 1.7711 -0.025 0.313 -0.015 -0.024
O -0.7687 -0.2211 2.6976 0.098 -0.239 0.290 -0.057
H 1.6635 2.1834 -0.1282 0.382 0.716 -0.736 -0.017
H 1.8653 3.6818 -0.4521 0.040 -0.033 -0.027 0.040
O 2.2816 2.8206 -0.5865 -0.069 -0.252 0.552 -0.088
H -3.7430 -2.6681 -2.0422 0.093 0.882 -0.007 0.062
H -2.5076 -3.3405 -1.7671 0.801 0.525 0.249 0.048
O -2.8174 -2.4190 -1.8676 -0.855 -1.593 -0.252 -0.062
H 0.7207 2.5983 2.4198 0.075 -0.036 0.019 0.036
H -0.6360 3.1468 2.8375 0.036 -0.037 -0.043 0.057
O 0.0063 2.4582 3.0486 -0.023 0.150 0.184 -0.038
H 4.2152 2.9871 2.0591 0.235 -0.138 0.176 0.032
H 3.4568 2.4080 0.9107 0.280 -0.103 -0.307 -0.019
O 4.1256 2.1598 1.5736 -0.419 0.312 0.035 -0.075
```
Forces are in eV/Å.

***

5.
# C6H31NO8

A cluster of 9 separate species, C6H31NO8 in total at a distorted geometry (ωB97M-V/def2-TZVPD, the Open Molecules 2025 dataset).

E_HOMO: -9.145 eV
LUMO level: 0.54 eV
molecular weight: 245.313 u
energy relative to the best compared isomer or geometry (same formula, charge and spin): 130.83 kJ/mol
electronic energy: -903.87993 a.u.
SMILES: CCCCN(C)C.O.O.O.O.O.O.O.O

```
46
Properties=species:S:1:pos:R:3:forces:R:3:lowdin_charge:R:1
C 1.1084 -0.3293 1.5514 -0.735 -0.988 0.693 -0.210
C 2.3246 -0.9764 0.8885 1.601 1.970 -0.715 -0.255
C 2.1422 -2.4571 0.6453 -0.149 0.102 -1.423 -0.122
C -0.0147 -0.0442 0.5541 0.882 0.736 -1.446 -0.223
N -1.1399 0.6337 1.1987 -0.506 -0.256 0.277 -0.291
C -1.9814 1.3474 0.2234 -0.041 -0.655 -1.153 -0.089
C -1.9750 -0.2984 1.9969 -0.458 0.774 0.828 -0.088
H 1.3559 0.5876 2.0566 0.318 0.580 -0.030 0.091
H 0.7005 -0.9520 2.4210 0.602 0.325 -1.047 0.122
H 2.5560 -0.3727 -0.1321 -0.564 -1.615 2.316 0.134
H 3.2593 -0.8023 1.5457 -1.433 -0.336 -0.901 0.127
H 3.0299 -2.8579 0.1767 0.353 -0.276 0.050 0.072
H 1.9458 -2.9949 1.5547 0.002 -0.269 0.578 0.063
H 1.3370 -2.6877 -0.0814 0.287 0.294 0.405 0.067
H 0.4224 0.6301 -0.2753 -0.774 -0.715 1.455 0.129
H -0.2914 -0.9503 -0.0445 -0.185 0.405 0.528 0.110
H -2.4438 0.6161 -0.5461 0.558 1.136 1.192 0.109
H -1.3653 2.0796 -0.3619 -0.587 -0.727 0.682 0.075
H -2.7841 1.8879 0.7460 0.223 -0.209 -0.144 0.086
H -2.8400 0.2670 2.4765 1.082 -0.637 -0.730 0.106
H -1.4343 -0.7774 2.8438 -0.061 0.488 -0.611 0.085
H -2.3883 -1.1078 1.3868 -0.162 0.050 -0.168 0.078
H 2.4887 0.1980 -2.9687 1.280 0.121 -1.594 0.034
H 1.5537 1.0088 -2.0860 0.230 -0.580 -0.166 0.033
O 1.9406 0.0843 -2.2282 -1.156 0.699 1.546 -0.075
H -0.5664 3.3737 2.8984 0.011 -0.309 -0.100 0.068
H -0.2453 2.0087 2.1845 -0.812 -0.634 -0.173 0.003
O 0.1341 2.8386 2.5064 0.525 0.778 0.427 -0.057
H 0.5057 -0.7352 -2.7135 0.577 0.327 -0.012 -0.002
H -0.5662 -1.7476 -2.3861 -0.494 -0.974 0.470 -0.020
O -0.4054 -0.9772 -2.9226 -0.319 0.759 -0.676 -0.060
H 0.6954 2.9916 -1.3822 -0.241 2.096 2.987 -0.057
H -0.1728 2.1786 -2.3573 -0.511 0.036 -0.032 0.002
O 0.7224 2.4718 -2.1298 0.929 -2.204 -3.115 -0.039
H -0.1856 -3.8300 1.4318 0.886 -0.472 0.329 0.054
H -0.5724 -2.3426 1.3965 0.615 0.891 0.451 -0.019
O -0.8667 -3.2182 1.2066 -1.569 -0.554 -0.430 -0.020
H -1.2554 0.4336 -2.6955 -0.447 0.672 -0.277 0.030
H -1.9854 1.5791 -3.5430 0.271 -0.332 0.534 0.073
O -1.6626 1.3632 -2.6493 -0.009 -0.474 -0.801 -0.115
H 0.4645 3.4999 0.9551 -0.227 -0.196 0.495 -0.014
H 1.5119 4.3431 0.2664 -0.480 -0.120 -0.266 0.073
O 0.6449 3.9303 0.1062 0.846 0.674 -0.162 -0.064
H -0.9370 -3.1271 -0.5064 -0.192 -0.271 -0.613 0.004
H -1.7957 -3.5909 -1.7137 -0.494 -0.239 -0.120 0.054
O -0.9689 -3.1755 -1.4947 0.526 0.130 0.661 -0.061
```
Forces are in eV/Å.